[1]
{
  "formula": "C33H73N2O4",
  "method": "ωB97M-V/def2-TZVPD",
  "symbols": ["C", "C", "C", "C", "C", "C", "C", "C", "C", "C", "C", "N", "C", "C", "C", "O", "C", "C", "C", "C", "C", "C", "C", "C", "C", "C", "C", "N", "O", "C", "C", "H", "H", "H", "H", "H", "H", "H", "H", "H", "H", "H", "H", "H", "H", "H", "H", "H", "H", "H", "H", "H", "H", "H", "H", "H", "H", "H", "H", "H", "H", "H", "H", "H", "H", "H", "H", "H", "H", "H", "H", "H", "H", "H", "H", "H", "H", "H", "H", "H", "H", "H", "H", "H", "H", "H", "H", "H", "C", "C", "C", "O", "H", "H", "H", "H", "H", "H", "H", "H", "C", "C", "C", "O", "H", "H", "H", "H", "H", "H", "H", "H"],
  "coordinates": [[5.17, 1.09, 0.36], [4.85, -0.35, -0.11], [3.35, -0.56, -0.32], [2.86, -0.03, -1.67], [3.04, -1.03, -2.83], [1.71, -1.53, -3.41], [0.68, -1.89, -2.33], [-0.14, -3.15, -2.61], [-1.13, -3.41, -1.48], [-2.33, -2.46, -1.59], [-3.33, -2.52, -0.42], [-2.74, -3.21, 0.72], [-4.66, -3.14, -0.87], [-5.63, -3.53, 0.24], [-6.87, -4.22, -0.32], [-5.29, -2.32, -1.84], [-5.70, -1.08, -1.32], [-4.54, -0.23, -0.79], [-3.80, 0.58, -1.88], [-3.47, 2.01, -1.46], [-2.85, 2.80, -2.61], [-2.83, 4.34, -2.41], [-1.49, 4.95, -1.92], [-1.44, 5.41, -0.46], [-1.34, 4.30, 0.59], [-0.81, 4.80, 1.93], [-0.89, 3.75, 3.03], [-3.62, -1.09, 0.07], [-2.44, -0.36, 0.26], [-1.84, -0.41, 1.60], [-0.35, -0.62, 1.45], [4.29, 1.73, 0.30], [5.96, 1.55, -0.23], [5.50, 1.09, 1.40], [5.22, -1.07, 0.62], [5.38, -0.55, -1.05], [2.82, -0.06, 0.49], [3.13, -1.63, -0.24], [1.81, 0.27, -1.59], [3.42, 0.88, -1.90], [3.64, -1.89, -2.50], [3.62, -0.56, -3.63], [1.30, -0.78, -4.09], [1.89, -2.42, -4.02], [1.19, -2.01, -1.36], [-0.01, -1.04, -2.20], [0.54, -4.00, -2.70], [-0.66, -3.04, -3.56], [-0.62, -3.23, -0.53], [-1.46, -4.46, -1.49], [-2.87, -2.67, -2.52], [-1.93, -1.46, -1.68], [-3.31, -3.08, 1.55], [-2.74, -4.21, 0.54], [-4.37, -4.05, -1.40], [-5.95, -2.66, 0.82], [-5.14, -4.20, 0.95], [-7.40, -4.77, 0.46], [-6.61, -4.93, -1.10], [-7.57, -3.50, -0.74], [-6.48, -1.21, -0.56], [-6.15, -0.52, -2.14], [-4.95, 0.49, -0.08], [-2.89, 0.08, -2.19], [-4.45, 0.59, -2.76], [-2.76, 1.97, -0.63], [-4.38, 2.51, -1.11], [-1.82, 2.47, -2.74], [-3.39, 2.56, -3.53], [-3.63, 4.62, -1.72], [-3.08, 4.80, -3.37], [-0.68, 4.23, -2.10], [-1.26, 5.81, -2.55], [-2.31, 6.03, -0.24], [-0.57, 6.06, -0.35], [-0.68, 3.50, 0.21], [-2.32, 3.85, 0.75], [-1.38, 5.69, 2.22], [0.23, 5.12, 1.81], [-1.91, 3.36, 3.12], [-0.61, 4.17, 4.00], [-0.21, 2.92, 2.83], [-4.08, -1.18, 0.99], [-2.30, -1.22, 2.16], [-2.09, 0.53, 2.09], [0.20, 0.00, 2.16], [-0.04, -0.33, 0.45], [-0.08, -1.67, 1.59], [3.48, -4.88, 0.67], [4.90, -4.47, 1.01], [5.64, -5.55, 1.78], [4.92, -3.23, 1.72], [2.91, -5.06, 1.59], [2.97, -4.09, 0.11], [3.46, -5.80, 0.08], [5.44, -4.25, 0.08], [5.14, -5.75, 2.73], [6.66, -5.23, 2.00], [5.68, -6.48, 1.21], [4.46, -3.37, 2.56], [5.65, 4.23, 2.37], [4.35, 4.61, 3.05], [4.54, 4.88, 4.54], [3.36, 3.60, 2.84], [6.05, 3.31, 2.81], [5.48, 4.05, 1.31], [6.40, 5.02, 2.47], [3.93, 5.50, 2.57], [4.91, 3.98, 5.04], [3.59, 5.15, 5.00], [5.25, 5.68, 4.70], [3.69, 2.78, 3.24]],
  "homo_energy_ev": -11.8,
  "multiplicity": 1,
  "e_tot_ha": -1711.336939,
  "total_charge": 1,
  "orbital_gap_ev": 9.18
}

---

[2]
{
  "formula": "C5H37NO14",
  "method": "ωB97M-V/def2-TZVPD",
  "symbols": ["O", "C", "C", "C", "C", "C", "N", "H", "H", "H", "H", "H", "H", "H", "H", "H", "H", "H", "H", "H", "O", "H", "H", "O", "H", "H", "O", "H", "H", "O", "H", "H", "O", "H", "H", "O", "H", "H", "O", "H", "H", "O", "H", "H", "O", "H", "H", "O", "H", "H", "O", "H", "H", "O", "H", "H", "O"],
  "coordinates": [[-2.49, -1.60, -3.25], [-2.49, -0.49, -2.72], [-1.81, -0.23, -1.43], [-0.86, 0.95, -1.73], [-0.17, 1.65, -0.39], [0.48, 2.94, -0.64], [-1.03, -1.49, -1.18], [-2.99, 0.14, -3.36], [-2.61, -0.14, -0.67], [-1.46, 1.78, -2.28], [-0.09, 0.43, -2.40], [-1.04, 1.82, 0.24], [0.50, 1.01, 0.14], [1.21, 3.03, -1.53], [-0.26, 3.85, -0.99], [1.04, 3.26, 0.22], [-0.72, -1.46, -0.19], [-1.52, -2.34, -1.37], [2.46, -0.99, 2.98], [1.67, -2.43, 2.89], [2.24, -1.77, 3.41], [-0.68, -1.07, -3.52], [0.04, -0.24, -4.69], [0.06, -1.07, -4.21], [3.53, 1.18, -1.38], [2.36, 1.40, -2.26], [3.14, 1.82, -1.83], [-3.77, 2.98, -0.56], [-4.51, 1.77, -0.01], [-3.76, 1.96, -0.58], [3.48, -1.08, -3.36], [2.03, -1.70, -3.71], [2.79, -1.64, -3.01], [-2.89, 1.12, 1.87], [-3.16, 2.55, 2.30], [-3.02, 1.71, 2.70], [-1.18, 1.51, 2.52], [-0.31, 0.31, 3.18], [-0.40, 1.03, 2.42], [0.43, -2.43, -0.53], [1.88, -2.28, -1.05], [1.29, -2.59, -0.25], [-0.36, -0.22, 5.02], [0.33, -1.37, 4.27], [-0.40, -0.75, 4.19], [2.17, -3.68, 2.42], [1.25, -3.38, 1.09], [1.22, -3.53, 2.08], [-2.41, -0.73, 1.92], [-1.00, -0.37, 1.54], [-1.96, -0.26, 1.23], [1.38, 1.23, 2.35], [3.00, 1.28, 2.20], [2.11, 0.73, 2.37], [1.67, -0.65, -0.03], [3.04, -1.04, 0.06], [2.57, -0.42, -0.51]],
  "homo_energy_ev": -10.0,
  "multiplicity": 1,
  "de_lowest_ev": 7.562,
  "e_tot_ha": -1320.636645,
  "orbital_gap_ev": 9.91
}

---

[3]
{
  "formula": "C43H52BF6HfIN9S4Sb",
  "method": "ωB97M-V/def2-TZVPD",
  "symbols": ["Hf", "C", "C", "C", "C", "N", "C", "C", "N", "B", "N", "C", "C", "N", "C", "S", "C", "C", "C", "C", "N", "C", "C", "N", "C", "S", "C", "C", "C", "C", "C", "S", "H", "H", "H", "H", "H", "H", "H", "H", "H", "H", "H", "H", "H", "H", "H", "H", "H", "H", "H", "H", "H", "H", "H", "H", "H", "H", "H", "H", "H", "H", "H", "H", "H", "H", "N", "C", "C", "C", "C", "C", "C", "C", "C", "C", "C", "C", "C", "H", "H", "H", "H", "H", "H", "H", "H", "H", "H", "I", "S", "C", "C", "C", "N", "C", "C", "C", "C", "C", "N", "C", "C", "H", "H", "H", "H", "H", "H", "H", "H", "F", "Sb", "F", "F", "F", "F", "F"],
  "coordinates": [[1.31, 0.37, -1.15], [2.88, -3.83, -5.79], [2.50, -3.40, -4.42], [2.63, -4.55, -3.47], [3.39, -2.20, -4.04], [1.05, -2.92, -4.43], [0.20, -2.98, -5.53], [-1.01, -2.53, -5.16], [-0.94, -2.21, -3.81], [-2.12, -1.77, -2.95], [-2.22, -2.63, -1.69], [-2.16, -4.04, -1.80], [-2.20, -4.55, -0.56], [-2.30, -3.51, 0.34], [-2.30, -2.33, -0.36], [-2.47, -0.78, 0.32], [-2.06, -3.72, 1.83], [-3.16, -3.05, 2.58], [-2.04, -5.21, 2.14], [-0.70, -3.11, 2.14], [-2.01, -0.26, -2.66], [-3.06, 0.32, -2.24], [-3.03, 1.79, -1.98], [-1.22, 3.00, -2.13], [-0.83, 0.52, -2.70], [1.60, 1.11, -3.61], [-0.63, 4.40, -2.01], [0.52, 4.39, -1.04], [-0.13, 4.73, -3.43], [-1.68, 5.42, -1.59], [0.34, -2.42, -3.42], [0.84, -2.16, -1.77], [3.94, -4.12, -5.77], [2.85, -3.01, -6.53], [2.36, -4.70, -6.21], [3.65, -4.92, -3.52], [1.96, -5.38, -3.71], [2.45, -4.32, -2.42], [4.46, -2.49, -4.02], [3.16, -1.79, -3.09], [3.39, -1.40, -4.79], [0.52, -3.32, -6.53], [-1.94, -2.48, -5.70], [-3.14, -1.90, -3.68], [-2.15, -4.46, -2.77], [-2.17, -5.58, -0.28], [-4.13, -3.34, 2.13], [-3.13, -1.98, 2.63], [-3.18, -3.41, 3.65], [-2.99, -5.67, 1.92], [-1.83, -5.37, 3.19], [-1.25, -5.74, 1.59], [-0.75, -2.03, 2.10], [0.02, -3.45, 1.38], [-0.39, -3.40, 3.18], [-3.93, -0.29, -2.21], [-4.02, 2.18, -1.69], [1.35, 3.80, -1.46], [0.28, 4.09, -0.05], [0.92, 5.42, -0.92], [0.53, 3.95, -3.82], [0.46, 5.62, -3.34], [-0.98, 4.98, -4.08], [-1.94, 5.30, -0.54], [-2.60, 5.36, -2.17], [-1.27, 6.44, -1.76], [0.04, 1.07, 0.88], [-0.99, 2.04, 1.27], [-1.08, 2.48, 2.60], [-2.15, 3.19, 3.04], [-3.15, 3.57, 2.15], [-3.05, 3.20, 0.80], [-1.96, 2.45, 0.38], [-1.84, 2.13, -1.06], [-2.35, 2.74, -3.05], [-1.93, 2.39, -4.44], [-0.94, 1.61, -4.85], [-0.12, 0.68, -4.01], [-0.65, 1.59, -1.78], [-0.41, 0.13, 0.99], [0.80, 1.09, 1.56], [-0.31, 2.19, 3.27], [-2.27, 3.45, 4.09], [-4.06, 4.12, 2.39], [-3.82, 3.49, 0.12], [-2.92, 3.67, -3.12], [-2.49, 2.92, -5.19], [-0.74, 1.56, -5.92], [-0.07, -0.29, -4.52], [2.26, -1.29, 1.10], [2.72, -1.46, 7.19], [2.36, -0.55, 5.68], [3.34, 0.17, 5.00], [2.96, 0.98, 3.92], [1.68, 1.02, 3.50], [0.79, 0.22, 4.09], [1.06, -0.55, 5.20], [2.01, -0.19, 8.23], [2.75, 0.92, 8.55], [2.13, 1.98, 9.17], [0.82, 2.04, 9.34], [0.12, 0.95, 9.08], [0.65, -0.21, 8.56], [4.37, 0.18, 5.35], [3.67, 1.55, 3.39], [-0.20, 0.22, 3.68], [0.29, -1.16, 5.68], [3.79, 0.90, 8.30], [2.67, 2.87, 9.41], [-0.92, 1.06, 9.33], [0.02, -1.06, 8.34], [2.16, 2.13, -0.30], [4.12, 2.32, -0.55], [3.58, 3.24, -2.06], [4.11, 3.88, 0.48], [5.83, 2.01, -1.19], [4.33, 1.33, 1.02], [3.50, 0.59, -1.39]],
  "homo_energy_ev": [-10.2, -10.2],
  "multiplicity": 2,
  "e_tot_ha": -4965.408221,
  "total_charge": 1,
  "s2": 0.76,
  "orbital_gap_ev": [7.35, 5.60]
}

---

[4]
{
  "formula": "H64O32",
  "method": "ωB97M-V/def2-TZVPD",
  "symbols": ["O", "H", "H", "O", "H", "H", "O", "H", "H", "O", "H", "H", "O", "H", "H", "O", "H", "H", "O", "H", "H", "O", "H", "H", "O", "H", "H", "O", "H", "H", "O", "H", "H", "O", "H", "H", "O", "H", "H", "O", "H", "H", "O", "H", "H", "O", "H", "H", "O", "H", "H", "O", "H", "H", "O", "H", "H", "O", "H", "H", "O", "H", "H", "O", "H", "H", "O", "H", "H", "O", "H", "H", "O", "H", "H", "O", "H", "H", "O", "H", "H", "O", "H", "H", "O", "H", "H", "O", "H", "H", "O", "H", "H", "O", "H", "H"],
  "coordinates": [[1.56, 2.99, 1.15], [1.10, 3.78, 1.42], [1.32, 2.86, 0.20], [-1.04, -4.11, -0.90], [-1.31, -3.58, -1.66], [-1.81, -4.14, -0.33], [1.96, -1.42, 0.78], [1.97, -0.79, 1.54], [1.80, -2.32, 1.05], [-0.99, 1.70, -1.96], [-1.37, 1.37, -2.80], [-0.66, 0.92, -1.55], [-1.86, 3.47, 3.37], [-1.11, 4.02, 3.66], [-1.77, 3.39, 2.38], [-1.95, 3.03, 0.72], [-2.06, 2.05, 0.70], [-2.72, 3.41, 0.31], [-1.22, 0.68, 3.17], [-1.28, 1.60, 3.46], [-2.02, 0.34, 3.58], [2.16, 1.89, -1.54], [1.56, 1.21, -1.88], [2.77, 1.42, -0.96], [0.72, -1.61, -3.64], [1.11, -1.14, -2.92], [0.87, -1.05, -4.42], [-1.62, -2.80, -3.40], [-1.93, -3.30, -4.16], [-0.69, -2.53, -3.56], [2.52, -0.81, -1.68], [2.43, -1.22, -0.80], [3.38, -1.05, -2.04], [4.65, -2.68, 2.19], [4.44, -1.85, 2.69], [4.18, -3.34, 2.73], [1.42, 0.48, 2.52], [0.62, 0.25, 2.99], [1.29, 1.42, 2.23], [-2.32, 4.64, -2.82], [-1.47, 4.36, -3.20], [-2.02, 4.93, -1.93], [-3.44, -0.78, -1.55], [-3.80, 0.08, -1.85], [-2.88, -1.08, -2.26], [2.75, -4.08, 3.74], [2.33, -4.22, 2.90], [3.21, -4.91, 4.03], [4.15, 1.47, 0.66], [4.01, 2.37, 0.89], [4.46, 1.04, 1.45], [-0.76, -0.63, -0.30], [0.10, -0.98, -0.09], [-1.16, -0.26, 0.47], [4.74, -2.39, -3.28], [4.80, -2.99, -2.52], [4.27, -2.86, -3.95], [-6.17, 0.57, 0.90], [-5.59, 0.87, 0.17], [-6.80, 1.30, 1.01], [-3.89, 1.97, -1.64], [-3.95, 2.51, -2.43], [-2.97, 2.11, -1.34], [4.23, 0.78, -3.57], [4.79, 0.12, -3.21], [4.22, 1.48, -2.93], [-0.53, 5.31, -0.34], [0.08, 5.08, -1.07], [-0.57, 4.55, 0.27], [-3.81, 0.04, 3.82], [-4.50, 0.70, 3.66], [-4.13, -0.65, 4.41], [-1.77, -3.04, 2.21], [-1.45, -2.24, 1.76], [-2.22, -2.82, 3.04], [-5.26, -2.32, 2.50], [-6.18, -2.54, 2.23], [-5.17, -1.47, 2.11], [4.18, -3.29, -0.56], [3.71, -4.07, -0.21], [4.09, -2.61, 0.16], [0.95, -4.02, 1.59], [0.11, -3.94, 2.04], [0.68, -3.99, 0.64], [-0.13, 0.70, -4.93], [0.17, 1.44, -5.48], [-0.79, 0.28, -5.51], [1.56, 4.66, -2.19], [1.81, 3.73, -2.07], [2.28, 5.00, -2.72], [3.20, -1.07, 4.35], [2.83, -1.79, 3.83], [2.68, -0.32, 4.05], [-2.92, 0.57, 0.70], [-2.88, 0.30, 1.62], [-3.27, -0.13, 0.12]],
  "homo_energy_ev": -10.6,
  "multiplicity": 1,
  "de_lowest_ev": 1.856,
  "e_tot_ha": -2446.190216,
  "orbital_gap_ev": 10.50
}